Model P:
DFT (ωB97M-V with the def2-TZVPD basis set) results for an isolated ion of composition C5H8NS and charge +1.

XYZ file:
```
15
Properties=species:S:1:pos:R:3
N 1.2774 0.6226 -0.2348
C -2.2328 0.0812 0.3811
C 1.6807 1.7055 0.5511
C 0.2921 -0.9661 -1.6856
H -0.6435 -1.1294 -2.2742
H 1.1493 -0.8081 -2.2442
H 1.2373 1.5033 1.5935
H -2.2228 -0.5334 2.3168
H 1.4943 2.6569 0.1794
C 0.3349 0.1174 -0.7747
H 0.4399 -1.8817 -1.0245
H 2.8241 1.6140 0.7556
C -2.7836 -0.5863 1.3011
H -3.4748 -1.3978 1.1620
S -1.5787 0.9702 -0.7297
```

Computed properties:
Kohn-Sham gap (eV): 8.29
LUMO level (eV): -5.31
Charge: +1


Model Q:
DFT (ωB97M-V with the def2-TZVPD basis set) results for an isolated ion of composition C5H8NS and charge +1.

XYZ file:
```
15
Properties=species:S:1:pos:R:3
N 0.4088 0.5236 0.5041
C -0.1906 0.1870 1.7540
S -2.2299 0.7637 0.2389
H 0.8751 -0.1040 -2.4996
H 0.3805 0.2197 2.7469
C 1.1845 -0.6810 -1.6046
C 0.1587 -0.5325 -0.5688
H 2.2267 -0.5644 -1.1622
H -2.0731 -0.0797 2.6601
H 1.2462 1.1245 0.4765
C -1.5151 0.2174 1.7369
H 1.2893 -1.7130 -2.1128
C -0.6566 0.6379 -0.5534
H -0.4900 -1.3992 -0.1876
H -0.6145 1.3999 -1.4283
```

Computed properties:
Kohn-Sham gap (eV): 10.14
LUMO level (eV): -3.27
SMILES: C[C@@H]1[C@H]2SC=C[N@@H+]12
Charge: +1


Out of the structures above, which one is the least stable? Solution: model P.